Entry 1:
The following is a quantum chemistry calculation of 11 unconnected molecules or ions with the total composition C22H66O11, from the OMol25 dataset.

Its energy is -1705.329834 a.u. The relative energy (zero: lowest compared OMol25 entry of this formula, charge and spin) is 227.2 kJ/mol. Its LUMO energy is 0.0058 Ha. As for the HOMO energy: -9.354 eV. As for the SMILES: CCO.CCO.CCO.CCO.CCO.CCO.CCO.CCO.CCO.CCO.CCO. As for the frontier orbital gap: 0.3496 hartree.

Each line ends with the Löwdin charge.
Positions of all 99 atoms, in Å:
O (2.12487, 4.23587, 2.20201)  -0.092
O (4.51926, -1.43944, -2.44316)  -0.084
O (-3.40433, 1.67474, 1.85668)  -0.103
O (-1.68785, -4.17933, -2.35939)  -0.089
O (-0.83598, -4.25490, 4.55792)  -0.089
O (-4.61144, -2.52645, 3.10663)  -0.070
O (-0.77653, 0.85416, 1.25114)  -0.108
O (-2.47903, -1.47856, -2.03705)  -0.116
O (1.29578, 1.64651, 2.89641)  -0.108
O (0.84452, -1.67734, -5.90367)  -0.080
O (3.86235, 4.54840, -3.53847)  -0.068
C (4.99206, -0.78048, -1.27261)  -0.331
C (0.97829, 0.18624, -0.20410)  -0.071
C (1.50098, 5.87505, 0.56678)  -0.091
C (-0.16065, -2.34029, 3.31625)  -0.100
C (5.88631, -1.66631, -0.42326)  -0.091
C (-3.70381, -1.30535, -2.73228)  -0.316
C (-3.15457, 3.00033, 1.37051)  -0.284
C (0.31631, -3.56968, 4.01859)  -0.304
C (-4.11934, 0.14666, -2.67674)  -0.081
C (0.79487, -1.35469, -4.51002)  -0.309
C (1.33410, 4.44788, 1.03880)  -0.335
C (1.75137, 1.67547, 5.28087)  -0.077
C (3.18528, 3.89422, -2.48137)  -0.329
C (0.96326, 1.05945, 4.14745)  -0.313
C (3.27455, 2.36814, -2.63826)  -0.078
C (-3.58274, -2.18796, 2.18081)  -0.321
C (-0.21300, -0.23301, -4.32850)  -0.079
C (-0.51529, -4.07226, -1.54085)  -0.290
C (-0.84028, -4.42704, -0.07922)  -0.062
C (-3.46842, 3.10125, -0.12619)  -0.070
C (-4.22843, -1.59037, 0.93260)  -0.071
C (-0.50076, 0.02466, 0.09898)  -0.269
H (1.15548, 6.10918, -0.44211)  0.068
H (5.41364, -2.59018, -0.08305)  0.071
H (2.55186, 6.16197, 0.59191)  0.075
H (-1.18225, -0.47560, -4.76060)  0.075
H (1.78938, -1.04283, -4.18516)  0.104
H (6.17025, -1.13255, 0.48918)  0.076
H (1.38434, 1.32560, 6.24303)  0.074
H (0.24270, -4.75536, -1.92649)  0.116
H (1.70760, 2.76725, 5.23485)  0.077
H (0.69272, -1.89969, 2.79201)  0.077
H (4.09165, -2.24133, -2.12423)  0.075
H (-1.72423, -3.90075, 0.27173)  0.057
H (0.82124, -4.23474, 3.30829)  0.106
H (-4.44033, -1.94581, -2.23267)  0.107
H (1.71518, 3.76921, 0.25915)  0.088
H (-3.52865, -1.04393, 0.30227)  0.050
H (1.49930, -2.37302, -6.01966)  0.077
H (-0.98449, -5.50485, -0.01408)  0.078
H (2.13432, 4.17522, -2.46786)  0.108
H (-1.58905, -4.89876, -2.98404)  0.096
H (0.46516, -2.20614, -3.90731)  0.093
H (-0.60292, -1.61239, 3.99524)  0.080
H (-3.76091, 3.70021, 1.94916)  0.115
H (-3.05095, -3.10118, 1.88627)  0.090
H (0.92368, 6.53343, 1.22144)  0.071
H (3.61298, 4.09115, -1.49204)  0.105
H (1.00090, -3.35897, 4.84470)  0.113
H (-2.84712, -1.52664, 2.64850)  0.095
H (1.20393, 1.25241, -0.23353)  0.066
H (-0.90749, -2.55201, 2.55000)  0.043
H (-0.16037, -3.03760, -1.56160)  0.094
H (-0.51232, -5.07768, 4.93959)  0.076
H (-2.88092, 2.38718, -0.70345)  0.059
H (-4.64565, -2.41867, 0.35926)  0.078
H (0.29313, 4.15679, 1.20647)  0.101
H (1.57024, -0.24224, 0.60746)  0.073
H (-3.34296, 0.83516, -3.01213)  0.073
H (-3.63204, -1.62285, -3.77957)  0.112
H (-2.09296, 3.19932, 1.51158)  0.096
H (-5.04456, -0.93784, 1.24568)  0.074
H (-0.42480, -0.12639, -3.25946)  0.051
H (1.75478, 3.41703, 2.58811)  0.037
H (-1.11411, 0.36270, -0.73726)  0.097
H (1.24232, -0.29831, -1.14452)  0.069
H (0.04360, -4.14209, 0.49681)  0.072
H (-4.99808, 0.33318, -3.29467)  0.077
H (-4.18245, -2.95763, 3.85226)  0.082
H (0.67317, 1.26731, 2.24280)  0.041
H (2.75155, 2.07438, -3.55081)  0.074
H (4.13123, -0.40171, -0.70623)  0.096
H (-4.51679, 2.82695, -0.25962)  0.074
H (-2.16538, -2.38828, -2.15555)  0.034
H (4.32446, 2.09194, -2.76430)  0.068
H (-1.74259, 0.92345, 1.30002)  0.046
H (-0.11851, 1.11472, 4.30565)  0.117
H (-3.23249, 4.10834, -0.47085)  0.079
H (6.82150, -1.90978, -0.92741)  0.075
H (-4.37418, 0.39243, -1.64293)  0.057
H (5.53498, 0.12887, -1.53378)  0.105
H (2.81537, 1.45324, 5.17882)  0.077
H (2.85337, 1.82096, -1.79621)  0.047
H (4.77787, 4.25370, -3.48374)  0.081
H (0.18569, 0.72169, -4.66633)  0.074
H (-4.35421, 1.55869, 1.94677)  0.092
H (-0.76896, -1.00918, 0.32979)  0.098
H (1.23145, -0.00233, 4.09726)  0.090


Entry 2:
The following is a quantum chemistry calculation of 11 unconnected molecules or ions with the total composition C22H66O11, from the OMol25 dataset.

Its energy is -1705.275578 a.u. The relative energy (zero: lowest compared OMol25 entry of this formula, charge and spin) is 369.6 kJ/mol. Its LUMO energy is 0.0112 Ha. As for the HOMO energy: -9.370 eV. As for the SMILES: CCO.CCO.CCO.CCO.CCO.CCO.CCO.CCO.CCO.CCO.CCO. As for the frontier orbital gap: 0.3555 hartree.

Each line ends with the Löwdin charge.
Positions of all 99 atoms, in Å:
O (-22.92376, -20.02306, 10.37917)  -0.078
O (-27.23783, -24.19113, 10.56631)  -0.095
O (-24.64269, -17.31852, 8.03100)  -0.105
O (-23.07911, -22.08768, 7.92238)  -0.087
O (-20.42345, -17.07802, 10.94574)  -0.101
O (-16.47905, -19.17394, 13.31496)  -0.103
O (-22.51103, -23.51586, 15.22638)  -0.084
O (-24.71862, -21.72331, 15.15754)  -0.110
O (-24.43938, -24.40950, 9.18524)  -0.105
O (-21.82475, -17.69655, 8.11761)  -0.107
O (-18.16226, -24.47322, 13.53603)  -0.125
C (-22.31348, -25.31478, 9.95392)  -0.073
C (-19.15171, -23.38202, 11.61870)  -0.071
C (-24.32055, -21.90365, 7.22391)  -0.305
C (-21.29511, -16.53317, 7.48594)  -0.285
C (-26.16486, -18.07791, 9.78039)  -0.081
C (-23.66078, -25.59457, 9.23857)  -0.288
C (-19.45885, -15.14130, 12.03445)  -0.069
C (-22.43220, -20.16301, 11.69467)  -0.292
C (-26.60824, -21.81705, 10.40274)  -0.074
C (-20.30554, -24.46249, 15.29143)  -0.088
C (-17.60960, -20.06231, 13.50591)  -0.264
C (-20.66682, -16.10115, 11.95098)  -0.315
C (-27.05493, -22.06011, 15.41426)  -0.089
C (-18.72090, -19.42652, 12.62333)  -0.089
C (-25.77581, -22.62736, 14.83818)  -0.316
C (-27.50286, -22.94926, 9.89106)  -0.305
C (-22.60693, -21.57242, 12.25069)  -0.063
C (-18.57842, -24.68948, 12.16571)  -0.255
C (-21.49356, -24.10363, 14.40810)  -0.288
C (-21.79085, -15.30108, 8.24959)  -0.076
C (-25.73614, -16.92857, 8.88983)  -0.277
C (-24.16014, -22.33756, 5.76667)  -0.079
H (-19.60041, -25.17054, 14.85765)  0.059
H (-24.57795, -20.84356, 7.22324)  0.110
H (-19.21587, -14.88734, 11.00671)  0.070
H (-25.32071, -18.33611, 10.42305)  0.072
H (-21.41780, -16.61642, 6.40615)  0.114
H (-17.59964, -24.80169, 11.68319)  0.110
H (-27.12655, -20.87671, 10.20402)  0.058
H (-20.21695, -16.49111, 7.68355)  0.110
H (-25.83035, -22.80004, 13.76138)  0.096
H (-22.91958, -19.47488, 12.39222)  0.119
H (-25.07599, -22.13704, 5.21705)  0.074
H (-28.54102, -22.76194, 10.17552)  0.109
H (-18.41800, -22.58045, 11.68889)  0.061
H (-27.00770, -17.83371, 10.42723)  0.081
H (-19.70922, -19.88770, 12.75504)  0.048
H (-20.69819, -24.97020, 16.18103)  0.081
H (-19.23178, -25.54834, 12.04823)  0.109
H (-21.61884, -15.58850, 11.77099)  0.104
H (-19.78837, -23.57722, 15.66832)  0.082
H (-22.63142, -19.19962, 9.97593)  0.063
H (-26.55575, -16.50216, 8.30732)  0.114
H (-21.82948, -15.47104, 9.32233)  0.051
H (-17.23171, -24.26742, 13.57322)  0.080
H (-27.77157, -22.85640, 15.63421)  0.070
H (-25.31080, -16.14408, 9.52231)  0.113
H (-21.13240, -23.38491, 13.66292)  0.059
H (-18.68557, -15.60127, 12.64148)  0.067
H (-17.22556, -21.01304, 13.13096)  0.092
H (-22.00694, -23.07459, 15.91982)  0.091
H (-22.36807, -21.44592, 13.30783)  0.070
H (-22.79794, -15.02961, 7.91638)  0.070
H (-24.26836, -26.31671, 9.78269)  0.111
H (-21.19665, -14.39032, 8.13751)  0.078
H (-19.75956, -14.22254, 12.54850)  0.069
H (-26.41125, -18.97503, 9.20845)  0.059
H (-26.89202, -21.45851, 16.30372)  0.073
H (-22.79266, -17.63658, 8.02942)  0.040
H (-22.00265, -26.18148, 10.53094)  0.068
H (-18.04682, -20.07228, 14.50064)  0.109
H (-20.80165, -16.64956, 12.88831)  0.103
H (-23.89322, -23.39986, 5.74997)  0.074
H (-25.54522, -23.58462, 15.31790)  0.107
H (-23.63284, -21.90287, 12.08090)  0.080
H (-18.84126, -18.39064, 12.92949)  0.063
H (-21.61780, -25.00044, 9.17614)  0.069
H (-21.95814, -22.36074, 11.86888)  0.041
H (-22.47676, -24.42961, 10.57178)  0.060
H (-21.82301, -24.94533, 13.79895)  0.121
H (-25.60239, -21.97898, 10.02359)  0.057
H (-26.61966, -21.87395, 11.49366)  0.067
H (-23.95281, -23.78162, 8.62517)  0.043
H (-22.97540, -21.28978, 8.45783)  0.063
H (-20.05584, -23.09504, 12.15686)  0.031
H (-27.37766, -23.05612, 8.80883)  0.101
H (-25.10605, -22.53488, 7.64306)  0.087
H (-27.59777, -21.45951, 14.67807)  0.065
H (-18.54066, -19.52749, 11.55245)  0.078
H (-26.32384, -24.41069, 10.33078)  0.046
H (-19.37018, -23.48806, 10.55113)  0.080
H (-23.87262, -22.13832, 14.92730)  0.024
H (-21.35267, -19.96864, 11.67791)  0.085
H (-25.08721, -17.66039, 7.24466)  0.097
H (-16.11670, -19.40548, 12.45814)  0.073
H (-23.38223, -26.00929, 8.26392)  0.109
H (-20.87709, -16.83320, 10.12902)  0.028
H (-23.27344, -21.90298, 5.30007)  0.075


- Which of these has the highest frontier orbital gap?
  number 2


- Which value of frontier orbital gap does entry 2 give?
  0.3555 hartree